(1)
{
  "formula": "C4H9N3S",
  "method": "wB97M-V/def2-TZVPD",
  "orbital_gap_ev": 9.1,
  "homo_ev": -8.38,
  "spin_multiplicity": 1,
  "energy_ev": -19597.999,
  "e_above_lowest_kj_mol": 157.96,
  "charge": 0,
  "species": ["H", "N", "C", "N", "N", "C", "C", "C", "S", "H", "H", "H", "H", "H", "H", "H", "H"],
  "positions_angstrom": [[3.093, -1.562, 0.377], [2.988, -0.567, 0.376], [1.809, -0.294, -0.054], [1.446, 1.010, -0.200], [0.152, 1.414, 0.198], [-0.770, 0.807, -0.737], [-0.972, -0.679, -0.507], [-1.599, -0.946, 0.864], [0.703, -1.479, -0.620], [2.147, 1.674, 0.138], [0.127, 2.378, 0.118], [-0.424, 1.084, -1.805], [-1.730, 1.377, -0.628], [-1.686, -1.122, -1.260], [-0.894, -0.833, 1.675], [-2.424, -0.261, 1.035], [-1.965, -2.000, 1.030]]
}


(2)
{
  "formula": "C2H7FN2",
  "method": "wB97M-V/def2-TZVPD",
  "orbital_gap_ev": 10.7,
  "homo_ev": -9.82,
  "spin_multiplicity": 1,
  "energy_ev": -7884.463,
  "e_above_lowest_kj_mol": 135.79,
  "charge": 0,
  "species": ["H", "N", "C", "C", "F", "H", "H", "H", "N", "H", "H", "H"],
  "positions_angstrom": [[-1.010, -0.890, -0.778], [-0.187, -0.512, -0.350], [0.710, 0.015, -1.075], [1.939, 0.541, -0.396], [0.648, 0.006, -2.480], [2.708, 0.054, -0.897], [1.883, 1.538, -0.525], [1.752, 0.146, 0.629], [-1.655, 0.050, 2.095], [-2.518, -0.176, 1.542], [-0.902, -0.111, 1.503], [-1.776, 1.059, 2.090]]
}


(3)
{
  "formula": "C33H48F3N3O11P",
  "method": "wB97M-V/def2-TZVPD",
  "orbital_gap_ev": 6.9,
  "homo_ev": -4.89,
  "spin_multiplicity": 1,
  "energy_ev": -79431.307,
  "e_above_lowest_kj_mol": 391.73,
  "charge": -1,
  "species": ["C", "C", "C", "C", "C", "C", "C", "C", "C", "O", "O", "C", "C", "N", "C", "C", "C", "C", "F", "F", "F", "C", "C", "C", "O", "N", "P", "N", "O", "C", "O", "C", "C", "H", "H", "H", "H", "H", "H", "H", "H", "H", "H", "H", "H", "H", "H", "H", "H", "H", "H", "H", "H", "C", "O", "C", "C", "O", "C", "C", "O", "C", "H", "H", "H", "H", "H", "H", "H", "H", "H", "H", "H", "H", "H", "H", "C", "O", "C", "C", "O", "C", "C", "O", "C", "H", "H", "H", "H", "H", "H", "H", "H", "H", "H", "H", "H", "H", "H"],
  "positions_angstrom": [[0.608, -1.424, 1.941], [0.358, -1.545, 0.409], [-0.044, -2.791, -0.263], [-0.238, -2.874, -1.721], [-0.048, -1.693, -2.592], [-0.227, -1.801, -4.158], [0.250, -0.494, -4.851], [1.686, -0.275, -5.142], [2.652, -1.471, -4.737], [2.935, -2.304, -5.613], [3.041, -1.483, -3.513], [2.184, 0.945, -5.794], [3.741, 1.046, -6.060], [4.045, 0.138, -7.180], [1.229, 2.002, -6.185], [1.684, 3.326, -6.881], [2.214, 3.056, -8.371], [1.499, 3.949, -9.434], [1.327, 5.238, -8.951], [0.271, 3.376, -9.726], [2.212, 4.100, -10.608], [-0.175, 1.761, -5.881], [-0.706, 0.542, -5.227], [-2.253, 0.607, -5.106], [-2.938, -0.253, -4.621], [-2.590, 1.855, -5.738], [-4.018, 2.762, -5.216], [-5.155, 1.711, -4.414], [-3.554, 3.851, -3.974], [-1.426, 2.633, -6.145], [-1.514, 3.757, -6.577], [0.331, -0.439, -1.918], [0.522, -0.367, -0.469], [-0.171, -0.723, 2.355], [0.467, -2.398, 2.483], [1.603, -0.966, 2.180], [-0.190, -3.729, 0.331], [-0.536, -3.813, -2.244], [-1.309, -2.011, -4.352], [0.348, -2.681, -4.566], [4.060, 2.116, -6.241], [4.233, 0.718, -5.098], [4.982, -0.257, -7.111], [3.935, 0.614, -8.081], [0.872, 4.090, -6.845], [2.574, 3.691, -6.290], [3.317, 3.270, -8.466], [2.018, 1.961, -8.556], [-5.691, 2.203, -3.698], [-5.798, 1.296, -5.089], [-2.911, 3.346, -3.434], [0.499, 0.507, -2.491], [0.840, 0.580, 0.041], [2.621, -5.236, 4.548], [1.214, -5.209, 4.665], [0.602, -6.475, 4.470], [-0.493, -6.732, 5.496], [-0.036, -6.938, 6.830], [0.511, -5.815, 7.519], [-0.479, -4.701, 7.823], [-0.812, -3.980, 6.643], [-2.170, -3.596, 6.578], [2.911, -5.288, 3.494], [3.017, -4.315, 4.979], [3.050, -6.081, 5.099], [1.341, -7.281, 4.522], [0.159, -6.477, 3.467], [-0.991, -7.664, 5.214], [-1.263, -5.961, 5.464], [1.394, -5.437, 7.005], [0.861, -6.212, 8.477], [-0.022, -3.988, 8.519], [-1.375, -5.125, 8.289], [-2.834, -4.425, 6.846], [-2.389, -3.309, 5.549], [-2.353, -2.741, 7.236], [-3.835, 4.430, 3.906], [-2.744, 4.032, 4.711], [-2.567, 2.625, 4.778], [-1.101, 2.235, 4.653], [-0.529, 2.441, 3.365], [-0.333, 3.789, 2.943], [0.697, 4.571, 3.744], [0.193, 4.911, 5.032], [1.162, 4.826, 6.057], [-4.778, 4.273, 4.441], [-3.724, 5.493, 3.688], [-3.847, 3.887, 2.956], [-3.142, 2.119, 3.996], [-2.943, 2.292, 5.754], [-1.033, 1.158, 4.829], [-0.492, 2.702, 5.428], [-1.283, 4.320, 2.885], [0.039, 3.715, 1.917], [0.922, 5.511, 3.228], [1.619, 3.984, 3.826], [1.739, 3.898, 5.987], [0.639, 4.827, 7.014], [1.833, 5.689, 6.014]]
}


(4)
{
  "formula": "C8H7O3S",
  "method": "wB97M-V/def2-TZVPD",
  "orbital_gap_ev": [6.8, 6.9],
  "homo_ev": [-3.99, -4.19],
  "spin_multiplicity": 1,
  "energy_ev": -25384.990,
  "e_above_lowest_kj_mol": 302.56,
  "charge": -1,
  "species": ["C", "C", "C", "C", "C", "C", "C", "C", "O", "O", "O", "S", "H", "H", "H", "H", "H", "H", "H"],
  "positions_angstrom": [[-3.415, 0.709, 0.011], [-2.183, 0.572, -0.622], [-3.894, -0.465, 0.524], [-1.620, -0.701, -0.569], [3.025, -1.160, 0.164], [-0.527, -1.179, -1.213], [2.161, 0.174, 0.029], [2.894, 1.404, 0.489], [4.136, -1.059, -0.358], [2.469, -2.065, 0.777], [1.021, 0.232, -0.412], [-2.768, -1.751, 0.395], [-3.980, 1.628, 0.031], [-1.669, 1.370, -1.125], [-4.869, -0.655, 0.932], [-0.053, -2.090, -0.873], [2.338, 2.314, 0.268], [3.863, 1.404, -0.008], [3.069, 1.319, 1.561]]
}


(5)
{
  "formula": "C4H7N3O",
  "method": "wB97M-V/def2-TZVPD",
  "orbital_gap_ev": 8.9,
  "homo_ev": -8.54,
  "spin_multiplicity": 1,
  "energy_ev": -10778.165,
  "e_above_lowest_kj_mol": 152.67,
  "charge": 0,
  "species": ["H", "N", "C", "N", "C", "O", "C", "C", "N", "H", "H", "H", "H", "H", "H"],
  "positions_angstrom": [[0.860, -2.425, -0.018], [0.390, -1.507, 0.021], [1.178, -0.468, 0.004], [2.581, -0.426, -0.136], [0.623, 0.981, -0.074], [1.462, 1.905, 0.120], [-0.774, 1.319, -0.185], [-1.919, 0.659, -0.044], [-2.282, -0.639, -0.075], [3.162, -1.346, 0.144], [3.042, 0.443, -0.209], [-0.827, 2.442, -0.047], [-2.805, 1.337, 0.137], [-3.238, -1.035, 0.314], [-1.454, -1.239, 0.047]]
}


(6)
{
  "formula": "C31H48GeN5OPSSi3Ti",
  "method": "wB97M-V/def2-TZVPD",
  "s_squared": 3.77,
  "orbital_gap_ev": [6.3, 6.5],
  "homo_ev": [-9.02, -10.95],
  "spin_multiplicity": 4,
  "energy_ev": -165808.289,
  "e_above_lowest_kj_mol": 130.66,
  "charge": 1,
  "species": ["Ti", "C", "C", "N", "N", "C", "S", "N", "N", "H", "H", "H", "H", "H", "H", "C", "Si", "C", "C", "Ge", "Si", "C", "C", "C", "Si", "C", "C", "C", "H", "H", "H", "H", "H", "H", "H", "H", "H", "H", "H", "H", "H", "H", "H", "H", "H", "H", "H", "H", "H", "H", "H", "H", "H", "H", "H", "O", "C", "N", "P", "C", "C", "C", "C", "C", "C", "C", "C", "C", "C", "C", "C", "C", "C", "C", "C", "C", "C", "H", "H", "H", "H", "H", "H", "H", "H", "H", "H", "H", "H", "H", "H", "H"],
  "positions_angstrom": [[0.541, 0.720, 0.001], [1.461, 5.748, 0.654], [2.018, 4.524, 0.033], [3.264, 4.266, -0.190], [3.282, 3.025, -0.747], [2.057, 2.460, -0.865], [1.542, 1.355, -2.074], [1.241, 3.457, -0.350], [-0.127, 3.268, -0.252], [2.266, 6.457, 0.828], [0.987, 5.512, 1.608], [0.719, 6.209, 0.001], [4.144, 2.650, -1.103], [-0.596, 3.644, -1.071], [-0.489, 3.720, 0.579], [-2.438, 4.049, 1.756], [-2.970, 2.219, 1.796], [-4.847, 2.194, 1.567], [-2.576, 1.569, 3.522], [-2.046, 0.871, -0.022], [-2.712, 1.668, -2.236], [-2.228, 3.426, -2.783], [-4.599, 1.618, -2.256], [-1.931, 0.448, -3.450], [-2.772, -1.454, 0.318], [-2.238, -2.631, -1.056], [-4.665, -1.452, 0.332], [-2.145, -1.935, 2.034], [-3.112, 4.622, 2.396], [-2.493, 4.488, 0.756], [-1.431, 4.189, 2.163], [-5.326, 2.763, 2.367], [-5.236, 1.176, 1.604], [-5.151, 2.630, 0.614], [-3.081, 2.180, 4.274], [-1.510, 1.585, 3.740], [-2.925, 0.543, 3.647], [-2.476, 4.193, -2.043], [-2.798, 3.664, -3.684], [-1.173, 3.506, -3.060], [-5.009, 2.381, -1.592], [-4.981, 0.651, -1.926], [-4.981, 1.810, -3.261], [-0.904, 0.241, -3.152], [-1.911, 0.836, -4.471], [-2.469, -0.502, -3.460], [-2.683, -2.351, -2.014], [-2.562, -3.650, -0.829], [-1.156, -2.631, -1.168], [-5.081, -1.090, -0.610], [-5.065, -0.834, 1.136], [-5.030, -2.470, 0.484], [-1.125, -1.580, 2.171], [-2.148, -3.018, 2.174], [-2.774, -1.506, 2.815], [0.826, 1.166, 2.999], [0.737, 1.354, 1.875], [0.442, -1.104, -0.002], [1.792, -1.909, -0.029], [1.932, -3.069, 1.359], [3.008, -3.173, 2.231], [2.966, -4.103, 3.261], [1.864, -4.929, 3.417], [0.789, -4.829, 2.544], [0.822, -3.901, 1.518], [2.000, -2.956, -1.493], [1.398, -2.558, -2.683], [1.558, -3.320, -3.830], [2.321, -4.478, -3.789], [2.919, -4.878, -2.600], [2.762, -4.121, -1.451], [3.336, -0.930, 0.055], [3.574, -0.202, 1.226], [4.742, 0.535, 1.363], [5.679, 0.535, 0.338], [5.453, -0.198, -0.820], [4.279, -0.924, -0.967], [3.882, -2.545, 2.106], [3.804, -4.180, 3.942], [1.844, -5.655, 4.219], [-0.073, -5.473, 2.661], [-0.003, -3.803, 0.822], [0.807, -1.649, -2.696], [1.089, -3.014, -4.756], [2.457, -5.071, -4.683], [3.507, -5.786, -2.567], [3.228, -4.433, -0.524], [2.884, -0.301, 2.053], [4.929, 1.092, 2.272], [6.599, 1.095, 0.458], [6.196, -0.225, -1.606], [4.100, -1.496, -1.869]]
}


(7)
{
  "formula": "CH2N4O3",
  "method": "wB97M-V/def2-TZVPD",
  "orbital_gap_ev": 9.2,
  "homo_ev": -10.09,
  "spin_multiplicity": 1,
  "energy_ev": -13161.292,
  "e_above_lowest_kj_mol": 558.12,
  "charge": 0,
  "species": ["C", "H", "H", "N", "N", "N", "N", "O", "O", "O"],
  "positions_angstrom": [[0.321, 0.035, 0.256], [3.386, 0.396, 0.272], [-1.026, 2.578, 0.187], [1.377, 0.811, 0.245], [-1.133, -1.535, -0.260], [-1.683, -0.413, -0.295], [-0.922, 0.525, 0.670], [2.412, -0.116, -0.485], [0.293, -1.330, 0.325], [-1.175, 1.583, -0.405]]
}


(8)
{
  "formula": "C42H42O6S2V",
  "method": "wB97M-V/def2-TZVPD",
  "orbital_gap_ev": 6.2,
  "homo_ev": -15.17,
  "spin_multiplicity": 1,
  "energy_ev": -103854.982,
  "charge": 3,
  "species": ["V", "C", "C", "O", "C", "C", "O", "C", "C", "O", "C", "C", "O", "H", "H", "H", "H", "H", "H", "H", "H", "H", "H", "H", "H", "H", "H", "H", "H", "C", "C", "C", "C", "C", "C", "C", "S", "O", "C", "C", "C", "C", "C", "C", "C", "C", "C", "C", "C", "C", "C", "C", "C", "C", "C", "C", "C", "C", "S", "O", "C", "C", "C", "C", "C", "C", "C", "H", "H", "H", "H", "H", "H", "H", "H", "H", "H", "H", "H", "H", "H", "H", "H", "H", "H", "H", "H", "H", "H", "H", "H", "H", "H"],
  "positions_angstrom": [[-0.559, 0.567, 0.034], [-1.111, 3.309, -0.981], [-0.012, 2.887, -1.933], [0.540, 1.709, -1.319], [1.695, 1.058, -1.879], [1.240, -0.331, -2.244], [0.463, -0.811, -1.115], [-0.368, -1.970, -1.408], [-1.683, -1.467, -1.963], [-2.013, -0.359, -1.099], [-3.273, 0.326, -1.222], [-2.933, 1.781, -1.449], [-1.823, 2.108, -0.562], [-1.807, 4.013, -1.434], [-0.707, 3.749, -0.073], [0.749, 3.665, -2.009], [-0.379, 2.639, -2.931], [2.463, 1.050, -1.105], [2.062, 1.603, -2.748], [2.078, -1.007, -2.407], [0.600, -0.319, -3.129], [-0.509, -2.470, -0.453], [0.150, -2.634, -2.098], [-2.450, -2.239, -1.899], [-1.612, -1.110, -2.992], [-3.815, 0.178, -0.290], [-3.855, -0.075, -2.051], [-3.773, 2.436, -1.218], [-2.608, 1.951, -2.477], [-4.306, -4.757, 5.499], [-3.517, -3.659, 4.852], [-3.745, -3.317, 3.515], [-3.015, -2.324, 2.892], [-2.031, -1.665, 3.623], [-1.763, -1.995, 4.947], [-2.520, -2.984, 5.554], [-1.062, -0.357, 2.977], [-1.090, -0.626, 1.414], [-2.090, 1.083, 3.103], [-3.389, 1.076, 2.538], [-4.131, 2.216, 2.572], [-3.627, 3.400, 3.175], [-4.399, 4.582, 3.217], [-3.914, 5.704, 3.827], [-2.636, 5.694, 4.426], [-1.865, 4.566, 4.402], [-2.339, 3.390, 3.772], [-1.561, 2.192, 3.725], [-0.233, 2.148, 4.408], [-0.176, 1.823, 5.789], [-1.344, 1.520, 6.540], [-1.249, 1.218, 7.866], [0.010, 1.199, 8.512], [1.147, 1.486, 7.816], [1.086, 1.806, 6.438], [2.256, 2.121, 5.703], [2.199, 2.423, 4.376], [0.940, 2.422, 3.736], [0.744, 2.755, 2.014], [0.608, 1.317, 1.389], [2.307, 3.313, 1.449], [3.374, 2.438, 1.267], [4.579, 2.946, 0.817], [4.741, 4.311, 0.558], [6.059, 4.861, 0.103], [3.649, 5.161, 0.745], [2.430, 4.673, 1.183], [-5.338, -4.758, 5.152], [-4.302, -4.665, 6.583], [-3.874, -5.727, 5.245], [-4.509, -3.845, 2.958], [-3.187, -2.083, 1.852], [-0.979, -1.489, 5.498], [-2.323, -3.245, 6.586], [-3.794, 0.159, 2.132], [-5.137, 2.226, 2.169], [-5.387, 4.582, 2.772], [-4.513, 6.603, 3.865], [-2.273, 6.586, 4.919], [-0.894, 4.563, 4.882], [-2.314, 1.541, 6.059], [-2.142, 0.998, 8.436], [0.064, 0.961, 9.565], [2.111, 1.478, 8.308], [3.209, 2.125, 6.216], [3.096, 2.677, 3.832], [3.261, 1.382, 1.482], [5.421, 2.278, 0.681], [6.780, 4.071, -0.095], [6.477, 5.517, 0.868], [5.940, 5.458, -0.801], [3.759, 6.220, 0.547], [1.593, 5.346, 1.333]]
}